Entry 1:
DFT (wB97M-V/def2-TZVPD) results for a cluster of 21 separate species, C3H48BBrNO22 in total at a distorted geometry.

* electronic energy: -4451.96623 a.u.
* molar mass: 541.118 g mol⁻¹
* gap between HOMO and LUMO: 0.248 Eh
* HOMO: -5.4 eV
* LUMO: 1.3 eV

Structure (ORCA input):
```
! RIJCOSX wB97M-V def2-TZVPD def2/J DEFGRID3
* xyz -1 1
C 3.84437 -0.00221 1.78612
C 2.50758 -0.57444 2.24276
C 1.56256 -1.01877 1.13478
Br 2.10165 -2.81870 0.45307
B 0.02530 -1.08045 1.75703
O -1.04548 -0.39850 0.83897
N -0.72947 0.84370 0.41322
O -0.84476 1.67732 1.25774
H 4.20696 0.71203 2.50733
H 3.66867 0.54946 0.86581
H 4.59962 -0.75431 1.59933
H 2.63494 -1.36743 2.97403
H 1.98512 0.23423 2.74359
H 1.66753 -0.38226 0.26203
H 0.02322 -0.55907 2.85637
H -0.38728 -2.20851 1.89961
O -2.90719 -1.55448 -1.11660
H -3.84858 -1.35509 -1.02789
H -2.51488 -1.01779 -0.41562
O -0.90980 -4.08370 -0.41287
H -0.93490 -4.23091 -1.36667
H -1.13883 -3.14957 -0.32158
O -2.44478 -1.94895 -3.94072
H -2.56812 -1.67353 -3.01846
H -2.88666 -2.81256 -3.96176
O 6.55587 0.83981 2.21596
H 6.69916 1.44204 1.47642
H 7.44408 0.55905 2.45711
O 4.30967 0.01431 -1.39242
H 4.17376 -0.94123 -1.37061
H 4.89639 0.15780 -2.14063
O -0.06494 -4.18242 -3.88444
H -0.33743 -4.50593 -4.74845
H -0.15284 -3.22544 -3.96807
O -0.09123 4.54293 0.95081
H -0.24986 3.59405 1.07145
H 0.49278 4.58796 0.18894
O 3.89297 1.49596 4.52219
H 3.46013 1.99510 5.22218
H 4.79788 1.84261 4.53767
O -3.68525 -0.02450 1.91242
H -3.78137 0.81908 2.36544
H -2.77997 0.00502 1.54908
O -4.03343 0.87374 -0.98547
H -4.57925 0.75449 -0.19662
H -3.30814 1.43111 -0.68358
O -1.98551 -3.14070 -6.57512
H -2.80932 -3.50127 -6.91347
H -2.21867 -2.77983 -5.70637
O 7.88717 3.51409 1.20849
H 7.70343 4.30279 1.72857
H 8.78672 3.63625 0.89160
O -2.71333 -6.04658 -1.15773
H -3.38433 -6.32487 -0.53001
H -2.08393 -5.51475 -0.63069
O 6.34555 3.38683 3.80829
H 6.25067 3.19274 2.87080
H 6.11972 4.32333 3.89628
O -5.97436 -1.29648 -1.41424
H -5.81580 -0.75788 -2.20240
H -6.82024 -1.72457 -1.58716
O -5.61937 1.48491 -3.85387
H -4.81022 1.20730 -4.29665
H -5.30023 1.97939 -3.08997
O 5.86894 6.32229 3.96411
H 5.23545 6.84667 4.46339
H 6.62838 6.90107 3.84774
O -2.16856 -4.96123 -3.95130
H -2.69568 -5.08164 -3.14751
H -1.33910 -5.38869 -3.74660
O -3.13430 5.58549 1.90037
H -2.27114 5.38311 1.51435
H -2.92337 6.09598 2.68669
O -8.75717 -0.38406 -1.39210
H -9.31622 -0.49930 -0.61805
H -8.01092 0.13861 -1.07647
*
```

***

Entry 2:
DFT (wB97M-V/def2-TZVPD) results for a cluster of 3 separate species, C4H10N3 in total at a distorted geometry.

* electronic energy: -322.31401 a.u.
* molar mass: 100.145 g mol⁻¹
* gap between HOMO and LUMO: 0.291 Eh
* ΔE to the lowest compared entry with this formula, charge and spin: 92.0 kcal/mol
* HOMO: -12.5 eV
* LUMO: -4.6 eV

Structure (ORCA input):
```
! RIJCOSX wB97M-V def2-TZVPD def2/J DEFGRID3
* xyz 1 1
C -1.86760 -0.01790 0.12541
C -0.60355 -0.52318 0.21198
C 0.37285 0.48159 0.61473
C 1.79732 0.03651 0.66059
N -2.80281 0.51445 -0.32868
N -0.23666 -1.86829 0.17415
N 0.14939 1.80995 0.67797
H -0.19381 -0.40223 -1.89159
H 2.10618 -0.46566 1.63769
H 2.62070 0.74354 0.46128
H 1.86705 -0.75731 -0.08491
H -3.67203 0.99772 -0.17824
H -0.67622 -2.44604 -0.42677
H 0.72110 -1.97880 0.02007
H 0.94660 2.34683 0.80102
H -0.61429 2.30438 0.22346
H 0.08578 -0.77555 -2.69816
*
```

***

Entry 3:
DFT (wB97M-V/def2-TZVPD) results for a cluster of 2 separate species, C7H11N in total at a distorted geometry.

* electronic energy: -327.92932 a.u.
* molar mass: 109.172 g mol⁻¹
* gap between HOMO and LUMO: 0.366 Eh
* ΔE to the lowest compared entry with this formula, charge and spin: 99.6 kcal/mol
* HOMO: -9.0 eV
* structure (SMILES): C=C=CCN.C#CC
* LUMO: 1.0 eV

Structure (ORCA input):
```
! RIJCOSX wB97M-V def2-TZVPD def2/J DEFGRID3
* xyz 0 1
C -0.21722 0.60724 -2.54828
C -0.48943 1.20071 0.80023
C -0.65208 -0.48815 -1.70378
N 2.03262 -1.29567 1.61500
C 0.62002 0.63314 1.19682
C 0.69137 -0.75744 1.72489
C -1.61232 1.81812 0.58766
C -0.89990 -1.52784 -1.13812
H 2.29080 -1.38365 0.63744
H 2.08423 -2.21585 2.03948
H 1.56934 1.13406 1.05085
H 0.42291 -0.75384 2.79049
H -0.15788 1.53814 -1.98354
H -0.93307 0.78166 -3.35105
H 0.76375 0.38739 -2.97042
H -2.07933 2.42085 1.35463
H -2.13229 1.75559 -0.35585
H -0.09130 -1.35083 1.14634
H -1.21022 -2.50363 -0.89279
*
```

***

Entry 4:
DFT (wB97M-V/def2-TZVPD) results for a structure of composition C36H34LiN2O4P2S2 at a distorted geometry.

* electronic energy: -3289.52293 a.u.
* molar mass: 691.701 g mol⁻¹
* gap between HOMO and LUMO: 0.154 Eh
* HOMO: -2.4 eV
* LUMO: 1.8 eV

Structure (ORCA input):
```
! RIJCOSX wB97M-V def2-TZVPD def2/J DEFGRID3
* xyz -1 1
Li -0.56847 -1.68042 0.06831
O -4.34740 -2.19313 -0.65019
C -3.41724 -2.52828 0.10769
O -2.34848 -1.85987 0.30090
C -3.56530 -3.82173 0.83191
C -4.63677 -4.04195 1.70629
C -4.54946 -5.02960 2.68224
C -3.38027 -5.82854 2.71731
C -2.43401 -5.80774 1.69266
C -2.49900 -4.78695 0.70432
S -1.31892 -4.66125 -0.52255
H -5.48138 -3.30883 1.63045
H -5.27573 -5.12112 3.46692
H -3.14343 -6.55865 3.54126
H -1.51447 -6.42237 1.60052
O 0.80970 -1.18730 -1.20492
P 1.84240 -0.10159 -1.35836
C 1.56605 1.33544 -0.19710
P 0.86579 0.76711 1.48907
O -0.06441 -0.39313 1.40661
C 2.20111 0.37653 2.59424
C 3.20030 1.31177 2.88798
C 4.19852 1.00494 3.77522
C 4.25559 -0.21232 4.42170
C 3.34201 -1.21779 4.04308
C 2.25756 -0.85994 3.22588
C 0.10527 2.31949 2.06862
C 0.55318 3.62739 1.72818
C -0.15661 4.75479 2.16371
C -1.27612 4.59631 3.00063
C -1.65741 3.32781 3.33779
C -0.95506 2.17259 2.91659
C 3.43875 -0.75098 -1.10990
C 3.66365 -2.14948 -1.18201
C 4.91290 -2.70474 -0.97551
C 5.99432 -1.81764 -0.65533
C 5.72056 -0.45564 -0.54360
C 4.45725 0.06917 -0.73972
C 1.75512 0.55619 -3.01495
C 1.09792 -0.04759 -4.05917
C 0.81930 0.61836 -5.23263
C 1.19830 1.97232 -5.37214
C 1.92362 2.56490 -4.34164
C 2.26429 1.86468 -3.18265
H 0.81521 1.95004 -0.67006
H 2.43254 1.98415 -0.11988
H 3.13813 2.20071 2.35497
H 4.94240 1.73685 3.98567
H 5.12095 -0.36361 5.11060
H 3.35356 -2.21868 4.45098
H 1.43929 -1.56692 3.05820
H 1.44302 3.73274 1.15448
H 0.17816 5.71166 1.81172
H -1.90269 5.45070 3.28894
H -2.43402 3.23905 4.05282
H -1.30748 1.14261 3.19436
H 2.82527 -2.82859 -1.35732
H 5.04872 -3.73670 -1.22694
H 7.01833 -2.15158 -0.68239
H 6.55188 0.21615 -0.25622
H 4.28704 1.12319 -0.58345
H 0.64210 -1.00680 -3.76173
H 0.30038 0.09660 -6.04258
H 0.92118 2.61330 -6.17772
H 2.27492 3.60548 -4.47080
H 3.03470 2.17672 -2.48774
C -3.58520 1.30447 -0.08798
N -3.71620 1.25673 -1.51286
C -4.88136 0.59463 -2.09060
C -4.75168 0.90489 -3.57474
N -3.65359 1.88107 -3.57466
C -3.07565 2.04288 -2.37096
S -1.81913 3.16591 -2.06074
H -2.71876 0.67584 0.19321
H -4.46702 0.90238 0.38093
H -3.36100 2.32715 0.24585
H -5.84675 0.99666 -1.61949
H -4.90550 -0.47615 -1.84769
H -5.65375 1.41216 -3.94775
H -4.45652 0.04251 -4.18615
H -3.08498 2.17056 -4.34002
*
```

***

Entry 5:
DFT (wB97M-V/def2-TZVPD) results for the molecule C4H6N2S at a distorted geometry.

* electronic energy: -663.69155 a.u.
* molar mass: 114.173 g mol⁻¹
* gap between HOMO and LUMO: 0.352 Eh
* ΔE to the lowest compared entry with this formula, charge and spin: 23.2 kcal/mol
* HOMO: -8.8 eV
* structure (SMILES): SCc1ncc[nH]1
* LUMO: 0.8 eV

Structure (ORCA input):
```
! RIJCOSX wB97M-V def2-TZVPD def2/J DEFGRID3
* xyz 0 1
C -1.97947 -0.35986 0.51516
C -1.79555 0.59122 -0.42581
C 0.10501 -0.35082 0.01893
C 1.61405 -0.68659 -0.05993
N -0.76310 -0.84172 0.85598
N -0.45981 0.48522 -0.78002
S 2.58177 0.90521 0.18575
H -2.89740 -0.40348 1.01781
H -2.47248 1.20298 -0.98241
H 1.66965 -1.41843 0.74959
H 1.91070 -1.14365 -1.02213
H 0.04431 0.78863 -1.53384
H 2.44231 1.23128 1.46091
*
```

***

Entry 6:
DFT (wB97M-V/def2-TZVPD) results for a structure of composition C18H20N4O at a distorted geometry.

* electronic energy: -991.46856 a.u.
* molar mass: 308.385 g mol⁻¹
* gap between HOMO and LUMO: 0.299 Eh
* ΔE to the lowest compared entry with this formula, charge and spin: 468.5 kcal/mol
* HOMO: -8.1 eV
* LUMO: 0.0 eV

Structure (ORCA input):
```
! RIJCOSX wB97M-V def2-TZVPD def2/J DEFGRID3
* xyz 0 1
O -0.87991 -3.55100 -0.04140
C 0.21590 -2.99858 -0.08368
N 0.37586 -1.74014 0.17701
C 1.79529 -1.09444 0.05864
C 1.84935 -0.01538 -1.21645
N 0.72826 0.79364 -0.86986
C -0.46199 0.05511 -0.59777
C -0.60999 -0.95997 0.26302
H -1.51573 -1.58163 0.30046
H -0.43902 -0.39023 1.34661
H -1.57989 0.68124 -0.53255
H -0.89753 -0.54462 -1.79588
C 0.98422 1.96072 -0.04002
C -0.26409 2.91630 -0.04720
C -0.87387 3.47297 0.78012
C -1.80048 4.46795 0.93194
C -2.18084 5.14535 -0.35102
C -3.18871 6.04102 -0.35606
C -3.92436 6.62724 0.70348
C -3.36633 6.00795 2.07857
C -2.39241 5.01982 1.89967
H -2.09798 4.50107 3.09281
H -3.84294 6.39900 2.94776
H -4.51657 7.26984 0.88830
H -3.77343 6.39509 -1.61032
H -1.98737 4.72483 -1.32523
H -0.54260 3.18525 1.90377
H -0.47111 3.23516 -1.12989
H 0.90271 1.42452 1.21863
H 1.86129 2.31762 -0.04240
H 1.45245 -0.68942 -2.04645
H 2.67774 0.41857 -1.25045
H 1.93964 -0.64283 1.05773
H 2.71796 -1.83468 -0.13074
C 1.48549 -4.07949 -0.36419
N 2.38604 -3.98797 0.30760
C 3.47009 -4.82605 -0.13690
C 3.27567 -5.96729 -0.55141
N 2.07444 -6.11643 -1.42086
C 1.12202 -5.33209 -1.11951
H 0.28018 -5.19764 -1.53632
H 4.02657 -6.87220 -0.77886
H 4.52668 -4.80177 0.56263
*
```

***

Which of these has the lowest gap between HOMO and LUMO? C36H34LiN2O4P2S2

***

Please write out number 1 again, unchanged.
DFT (wB97M-V/def2-TZVPD) results for a cluster of 21 separate species, C3H48BBrNO22 in total at a distorted geometry.

* electronic energy: -4451.96623 a.u.
* molar mass: 541.118 g mol⁻¹
* gap between HOMO and LUMO: 0.248 Eh
* HOMO: -5.4 eV
* LUMO: 1.3 eV

Structure (ORCA input):
```
! RIJCOSX wB97M-V def2-TZVPD def2/J DEFGRID3
* xyz -1 1
C 3.84437 -0.00221 1.78612
C 2.50758 -0.57444 2.24276
C 1.56256 -1.01877 1.13478
Br 2.10165 -2.81870 0.45307
B 0.02530 -1.08045 1.75703
O -1.04548 -0.39850 0.83897
N -0.72947 0.84370 0.41322
O -0.84476 1.67732 1.25774
H 4.20696 0.71203 2.50733
H 3.66867 0.54946 0.86581
H 4.59962 -0.75431 1.59933
H 2.63494 -1.36743 2.97403
H 1.98512 0.23423 2.74359
H 1.66753 -0.38226 0.26203
H 0.02322 -0.55907 2.85637
H -0.38728 -2.20851 1.89961
O -2.90719 -1.55448 -1.11660
H -3.84858 -1.35509 -1.02789
H -2.51488 -1.01779 -0.41562
O -0.90980 -4.08370 -0.41287
H -0.93490 -4.23091 -1.36667
H -1.13883 -3.14957 -0.32158
O -2.44478 -1.94895 -3.94072
H -2.56812 -1.67353 -3.01846
H -2.88666 -2.81256 -3.96176
O 6.55587 0.83981 2.21596
H 6.69916 1.44204 1.47642
H 7.44408 0.55905 2.45711
O 4.30967 0.01431 -1.39242
H 4.17376 -0.94123 -1.37061
H 4.89639 0.15780 -2.14063
O -0.06494 -4.18242 -3.88444
H -0.33743 -4.50593 -4.74845
H -0.15284 -3.22544 -3.96807
O -0.09123 4.54293 0.95081
H -0.24986 3.59405 1.07145
H 0.49278 4.58796 0.18894
O 3.89297 1.49596 4.52219
H 3.46013 1.99510 5.22218
H 4.79788 1.84261 4.53767
O -3.68525 -0.02450 1.91242
H -3.78137 0.81908 2.36544
H -2.77997 0.00502 1.54908
O -4.03343 0.87374 -0.98547
H -4.57925 0.75449 -0.19662
H -3.30814 1.43111 -0.68358
O -1.98551 -3.14070 -6.57512
H -2.80932 -3.50127 -6.91347
H -2.21867 -2.77983 -5.70637
O 7.88717 3.51409 1.20849
H 7.70343 4.30279 1.72857
H 8.78672 3.63625 0.89160
O -2.71333 -6.04658 -1.15773
H -3.38433 -6.32487 -0.53001
H -2.08393 -5.51475 -0.63069
O 6.34555 3.38683 3.80829
H 6.25067 3.19274 2.87080
H 6.11972 4.32333 3.89628
O -5.97436 -1.29648 -1.41424
H -5.81580 -0.75788 -2.20240
H -6.82024 -1.72457 -1.58716
O -5.61937 1.48491 -3.85387
H -4.81022 1.20730 -4.29665
H -5.30023 1.97939 -3.08997
O 5.86894 6.32229 3.96411
H 5.23545 6.84667 4.46339
H 6.62838 6.90107 3.84774
O -2.16856 -4.96123 -3.95130
H -2.69568 -5.08164 -3.14751
H -1.33910 -5.38869 -3.74660
O -3.13430 5.58549 1.90037
H -2.27114 5.38311 1.51435
H -2.92337 6.09598 2.68669
O -8.75717 -0.38406 -1.39210
H -9.31622 -0.49930 -0.61805
H -8.01092 0.13861 -1.07647
*
```

***

Which of these has the highest molar mass? C36H34LiN2O4P2S2

***

What did the first record say?
DFT (wB97M-V/def2-TZVPD) results for a cluster of 21 separate species, C3H48BBrNO22 in total at a distorted geometry.

* electronic energy: -4451.96623 a.u.
* molar mass: 541.118 g mol⁻¹
* gap between HOMO and LUMO: 0.248 Eh
* HOMO: -5.4 eV
* LUMO: 1.3 eV

Structure (ORCA input):
```
! RIJCOSX wB97M-V def2-TZVPD def2/J DEFGRID3
* xyz -1 1
C 3.84437 -0.00221 1.78612
C 2.50758 -0.57444 2.24276
C 1.56256 -1.01877 1.13478
Br 2.10165 -2.81870 0.45307
B 0.02530 -1.08045 1.75703
O -1.04548 -0.39850 0.83897
N -0.72947 0.84370 0.41322
O -0.84476 1.67732 1.25774
H 4.20696 0.71203 2.50733
H 3.66867 0.54946 0.86581
H 4.59962 -0.75431 1.59933
H 2.63494 -1.36743 2.97403
H 1.98512 0.23423 2.74359
H 1.66753 -0.38226 0.26203
H 0.02322 -0.55907 2.85637
H -0.38728 -2.20851 1.89961
O -2.90719 -1.55448 -1.11660
H -3.84858 -1.35509 -1.02789
H -2.51488 -1.01779 -0.41562
O -0.90980 -4.08370 -0.41287
H -0.93490 -4.23091 -1.36667
H -1.13883 -3.14957 -0.32158
O -2.44478 -1.94895 -3.94072
H -2.56812 -1.67353 -3.01846
H -2.88666 -2.81256 -3.96176
O 6.55587 0.83981 2.21596
H 6.69916 1.44204 1.47642
H 7.44408 0.55905 2.45711
O 4.30967 0.01431 -1.39242
H 4.17376 -0.94123 -1.37061
H 4.89639 0.15780 -2.14063
O -0.06494 -4.18242 -3.88444
H -0.33743 -4.50593 -4.74845
H -0.15284 -3.22544 -3.96807
O -0.09123 4.54293 0.95081
H -0.24986 3.59405 1.07145
H 0.49278 4.58796 0.18894
O 3.89297 1.49596 4.52219
H 3.46013 1.99510 5.22218
H 4.79788 1.84261 4.53767
O -3.68525 -0.02450 1.91242
H -3.78137 0.81908 2.36544
H -2.77997 0.00502 1.54908
O -4.03343 0.87374 -0.98547
H -4.57925 0.75449 -0.19662
H -3.30814 1.43111 -0.68358
O -1.98551 -3.14070 -6.57512
H -2.80932 -3.50127 -6.91347
H -2.21867 -2.77983 -5.70637
O 7.88717 3.51409 1.20849
H 7.70343 4.30279 1.72857
H 8.78672 3.63625 0.89160
O -2.71333 -6.04658 -1.15773
H -3.38433 -6.32487 -0.53001
H -2.08393 -5.51475 -0.63069
O 6.34555 3.38683 3.80829
H 6.25067 3.19274 2.87080
H 6.11972 4.32333 3.89628
O -5.97436 -1.29648 -1.41424
H -5.81580 -0.75788 -2.20240
H -6.82024 -1.72457 -1.58716
O -5.61937 1.48491 -3.85387
H -4.81022 1.20730 -4.29665
H -5.30023 1.97939 -3.08997
O 5.86894 6.32229 3.96411
H 5.23545 6.84667 4.46339
H 6.62838 6.90107 3.84774
O -2.16856 -4.96123 -3.95130
H -2.69568 -5.08164 -3.14751
H -1.33910 -5.38869 -3.74660
O -3.13430 5.58549 1.90037
H -2.27114 5.38311 1.51435
H -2.92337 6.09598 2.68669
O -8.75717 -0.38406 -1.39210
H -9.31622 -0.49930 -0.61805
H -8.01092 0.13861 -1.07647
*
```